Version a
Density functional theory data (the ωB97M-V functional and the def2-TZVPD basis) for C5H14N2 in the gas phase.

Computed properties:
* lowest unoccupied orbital energy: 1.16 eV
* structure (SMILES): CN[C@@H](C)CCN
* Kohn-Sham gap: 9.50 eV

Structure (XYZ):
```
21
C5H14N2 (the ωB97M-V functional and the def2-TZVPD basis)
C -1.4677 -1.5558 1.7635
N -0.4946 -0.4824 1.4805
C -0.2817 -0.1209 0.0517
C 0.7981 0.9879 0.0743
C 1.6655 0.9277 -1.1941
N 2.3081 -0.3567 -1.3492
C -1.5691 0.3745 -0.6049
H -0.9739 -2.4480 2.1553
H -2.1600 -1.1917 2.5203
H -2.0535 -1.8466 0.8915
H -0.7233 0.2993 2.0592
H 0.0771 -1.0551 -0.3727
H 0.2065 1.9159 0.0977
H 1.4209 1.0730 0.9639
H 1.1054 1.2095 -2.0930
H 2.3201 1.8299 -1.1505
H 2.9431 -0.7224 -0.6609
H 2.5883 -0.3883 -2.3157
H -2.3690 -0.3555 -0.4987
H -1.4315 0.5953 -1.6637
H -1.9087 1.3102 -0.1547
```

Löwdin population analysis, charges in e, atoms 1 to 4: number 1, C, carries -0.126; number 2, N, carries -0.106; number 3, C, carries -0.403; number 4, C, carries -0.170



Version b
Density functional theory data (the ωB97M-V functional and the def2-TZVPD basis) for a 2-piece molecular cluster, C5H14N2 overall.

Computed properties:
* lowest unoccupied orbital energy: 0.95 eV
* structure (SMILES): [H]/N=C(\C)CN.CC
* Kohn-Sham gap: 10.12 eV

Structure (XYZ):
```
21
C5H14N2 (the ωB97M-V functional and the def2-TZVPD basis)
C -1.0264 -2.5774 0.9573
C -0.7938 -1.0962 0.8762
N 0.1295 -0.4509 1.4597
N -1.7659 1.0556 0.1844
C -1.6011 -0.3530 -0.1445
H 1.2949 0.1383 -0.2109
H 0.6572 -0.9779 2.1510
H -1.6469 1.6332 -0.6389
H -1.0402 1.3083 0.8485
H -2.5909 -0.8155 -0.2380
H -1.9505 -2.7624 1.5058
H -1.1399 -3.0067 -0.0369
H -0.2103 -3.0788 1.4765
C 1.7452 0.7034 -1.0856
C 1.7410 2.1917 -0.7606
H 0.7224 2.5556 -0.6336
H 2.2793 2.3806 0.1664
H 1.2340 0.5177 -2.0293
H 2.7668 0.3434 -1.2024
H -1.0203 -0.4779 -1.0932
H 2.2157 2.7690 -1.5522
```

Löwdin population analysis, charges in e, atoms 1 to 4: number 1, C, carries -0.037; number 2, C, carries -0.431; number 3, N, carries 0.115; number 4, N, carries 0.001



Version c
Density functional theory data (the ωB97M-V functional and the def2-TZVPD basis) for C5H14N2 as an isolated structure.

Computed properties:
* lowest unoccupied orbital energy: 0.21 eV
* Kohn-Sham gap: 8.00 eV

Structure (XYZ):
```
21
C5H14N2 (the ωB97M-V functional and the def2-TZVPD basis)
C -0.6578 0.8586 -3.4224
N 1.6039 -0.1960 -0.6328
C 0.4354 0.8248 2.7172
C 0.4890 1.0123 1.1482
C 0.6120 -0.2176 0.3276
C -0.5005 -1.2016 -0.0161
N -0.6535 -2.3188 0.9270
H -0.2206 1.6247 -4.0716
H 0.0670 0.1437 -3.0561
H -1.3379 0.4716 -4.1936
H -1.2620 1.2991 -2.6363
H -0.4635 1.3023 3.0858
H 0.3758 -0.2450 2.9286
H 1.4149 1.1341 3.0646
H 1.2588 1.7258 0.8802
H -0.4470 1.4429 0.7779
H 1.8901 -0.6881 0.3348
H -0.2134 -1.5539 -0.9998
H -1.4577 -0.6751 -0.0684
H 0.2567 -2.6610 1.1644
H -1.1898 -2.0828 1.7409
```

Löwdin population analysis, charges in e, atoms 1 to 4: number 1, C, carries -0.051; number 2, N, carries 0.039; number 3, C, carries -0.064; number 4, C, carries -0.195



The structure with the most favorable energy is version b; the runner-up is 27.9 kJ/mol above it.



Version a
Density functional theory data (the ωB97M-V functional and the def2-TZVPD basis) for C5H14N2 in the gas phase.

Computed properties:
* lowest unoccupied orbital energy: 1.05 eV
* structure (SMILES): CC(C)NCCN
* Kohn-Sham gap: 9.90 eV

Structure (XYZ):
```
21
C5H14N2 (the ωB97M-V functional and the def2-TZVPD basis)
N -0.0932 -3.0708 -0.9916
C 0.3038 -2.5304 0.3046
C 0.6480 -1.0250 0.3652
N -0.5334 -0.1443 0.0837
C 1.0206 1.8606 0.0613
C -0.3072 1.2703 0.4511
C -1.4390 2.2172 -0.0249
H -0.7291 -2.4282 -1.4547
H 0.6566 -3.0312 -1.6777
H 1.1320 -3.0843 0.7351
H -0.5738 -2.7098 0.9440
H 0.9160 -0.8214 1.4033
H 1.5375 -0.8842 -0.2859
H -0.8839 -0.2376 -0.8605
H 1.0380 1.6846 -1.0244
H 1.8247 1.3063 0.5545
H 1.1632 2.8879 0.3855
H -0.5595 1.3473 1.5129
H -1.3972 2.2255 -1.1502
H -1.2876 3.2337 0.3777
H -2.4366 1.9339 0.2910
```

Löwdin population analysis, charges in e, atoms 1 to 4: number 1, N, carries -0.015; number 2, C, carries -0.289; number 3, C, carries -0.230; number 4, N, carries -0.033



Version b
Density functional theory data (the ωB97M-V functional and the def2-TZVPD basis) for a 2-piece molecular cluster, C5H14N2 overall.

Computed properties:
* lowest unoccupied orbital energy: 0.90 eV
* structure (SMILES): [H]/N=C/N.CC(C)C
* Kohn-Sham gap: 10.20 eV

Structure (XYZ):
```
21
C5H14N2 (the ωB97M-V functional and the def2-TZVPD basis)
N -0.3160 0.1618 -2.6854
C 0.9688 0.5173 -2.9851
N 1.4891 1.5991 -2.4737
H -0.7126 0.6464 -1.8839
H -0.5785 -0.8181 -2.8318
H 1.4446 -0.1670 -3.6999
H 2.4745 1.7216 -2.8291
C -1.7201 0.3704 1.6745
C -0.6118 -0.7784 1.6926
C 0.7040 -0.1910 1.1705
C -0.3777 -1.4225 3.0891
H -2.7061 -0.0262 1.9729
H -1.4419 1.2151 2.3701
H -1.8036 0.7431 0.6704
H -0.9488 -1.5834 1.0067
H 1.4687 -0.9689 1.0014
H 1.1347 0.5081 1.8947
H 0.5820 0.3354 0.2111
H -1.3123 -1.6327 3.6821
H 0.1301 -2.4124 2.9896
H 0.2784 -0.8617 3.7099
```

Löwdin population analysis, charges in e, atoms 1 to 4: number 1, N, carries 0.051; number 2, C, carries -0.397; number 3, N, carries 0.028; number 4, H, carries 0.080



The structure with the most favorable energy is version b; the runner-up is 37.6 kJ/mol above it.



Version a
Density functional theory data (the ωB97M-V functional and the def2-TZVPD basis) for C5H14N2 in the gas phase.

Computed properties:
* lowest unoccupied orbital energy: 1.13 eV
* structure (SMILES): C[C@H](N)CN(C)C
* Kohn-Sham gap: 9.58 eV

Structure (XYZ):
```
21
C5H14N2 (the ωB97M-V functional and the def2-TZVPD basis)
C -0.4007 0.0661 0.6214
N -1.0627 -0.4375 -0.5776
C -2.2583 -1.2493 -0.2836
C -0.2399 -1.3179 -1.4485
C 0.6667 1.1052 0.2625
C 2.0848 0.5947 0.2971
N 0.4830 2.2946 1.1248
H -1.2229 0.4427 1.2159
H 0.0636 -0.7641 1.1942
H -2.6184 -0.9089 0.7046
H -2.0520 -2.3136 -0.1716
H -3.0550 -0.9373 -0.9638
H 0.5709 -0.7187 -1.8852
H 0.2727 -2.0990 -0.8688
H -0.8639 -1.7619 -2.2158
H 0.4563 1.4704 -0.7482
H 2.3013 -0.0588 -0.5618
H 2.3592 -0.0120 1.1703
H 2.8458 1.3720 0.2715
H 0.6814 2.1492 2.1049
H 0.9882 3.0842 0.7576
```

Löwdin population analysis, charges in e, atoms 1 to 4: number 1, C, carries -0.194; number 2, N, carries -0.265; number 3, C, carries -0.113; number 4, C, carries -0.103



Version b
Density functional theory data (the ωB97M-V functional and the def2-TZVPD basis) for C5H14N2 in the gas phase.

Computed properties:
* lowest unoccupied orbital energy: 0.98 eV
* structure (SMILES): CC[C@@H](CN)NC
* Kohn-Sham gap: 9.64 eV

Structure (XYZ):
```
21
C5H14N2 (the ωB97M-V functional and the def2-TZVPD basis)
C -2.0963 -0.0121 -0.7875
N -0.7970 0.5344 -1.1370
C 1.1110 0.6260 2.2273
C -0.0927 0.3930 1.1195
C 0.3335 0.3337 -0.2906
C 1.0449 -0.9936 -0.5247
N 1.2617 -1.0821 -2.0498
H -2.5062 0.1097 0.2574
H -2.8499 0.3190 -1.5781
H -2.0288 -1.1229 -0.8403
H -0.8892 1.5098 -1.2719
H 1.9933 -0.0818 2.3222
H 1.2824 1.6871 2.2612
H 0.4324 0.5258 3.1888
H -0.8581 1.2726 1.1970
H -0.6469 -0.5908 1.3489
H 1.2033 1.1283 -0.3585
H 0.3742 -1.6914 0.0482
H 2.1124 -1.2055 -0.1462
H 0.9384 -0.0353 -2.1869
H 0.6776 -1.6239 -2.7991
```

Löwdin population analysis, charges in e, atoms 1 to 4: number 1, C, carries -0.139; number 2, N, carries -0.109; number 3, C, carries -0.081; number 4, C, carries -0.254



Version c
Density functional theory data (the ωB97M-V functional and the def2-TZVPD basis) for C5H14N2 in the gas phase.

Computed properties:
* lowest unoccupied orbital energy: 1.14 eV
* structure (SMILES): CC(C)NCCN
* Kohn-Sham gap: 9.55 eV

Structure (XYZ):
```
21
C5H14N2 (the ωB97M-V functional and the def2-TZVPD basis)
N -0.8122 -2.2267 -1.6801
C 0.6001 -2.1407 -1.0079
C 0.4339 -1.1700 0.1476
N 0.2963 0.2482 -0.2335
C -1.0981 1.2415 1.5600
C 0.2037 1.2595 0.8276
C 0.6344 2.7727 0.3717
H -0.9864 -1.4950 -2.3657
H -0.9067 -3.0318 -2.3180
H 0.6675 -3.0759 -0.4471
H 1.3312 -2.0592 -1.6872
H 1.2543 -1.3056 0.9754
H -0.4555 -1.4445 0.8276
H -0.3813 0.3582 -0.9504
H -1.1396 1.6987 2.5420
H -1.8715 1.6579 0.7968
H -1.5119 0.3325 1.8400
H 0.9614 1.1148 1.6608
H 1.6805 2.8569 0.6901
H 0.2928 2.9840 -0.6090
H 0.0334 3.4808 1.0457
```

Löwdin population analysis, charges in e, atoms 1 to 4: number 1, N, carries -0.022; number 2, C, carries -0.204; number 3, C, carries -0.259; number 4, N, carries -0.051



The structure with the most favorable energy is version a; the runner-up is 95.8 kJ/mol above it.



Version a
Density functional theory data (the ωB97M-V functional and the def2-TZVPD basis) for C5H14N2 in the gas phase.

Computed properties:
* lowest unoccupied orbital energy: 1.10 eV
* structure (SMILES): CC(C)CNCN
* Kohn-Sham gap: 9.68 eV

Structure (XYZ):
```
21
C5H14N2 (the ωB97M-V functional and the def2-TZVPD basis)
C 0.4360 -0.0776 -0.2963
C -0.6885 0.9362 -0.4122
C -1.2441 1.0879 -1.8300
C -0.4406 2.2582 0.2973
N 0.7945 -0.4122 1.0981
C 0.7583 -1.8471 1.3719
N 1.2251 -2.6724 0.2718
H 1.3276 0.3181 -0.7953
H 0.1368 -0.9608 -0.8604
H -1.5493 0.4999 0.1138
H -1.4925 0.1023 -2.2097
H -0.4937 1.5481 -2.4551
H -2.1690 1.6492 -1.8296
H -1.3625 2.7495 0.6053
H 0.1462 2.1222 1.2126
H 0.1386 2.9950 -0.2730
H -0.0044 -0.0845 1.6368
H 1.3539 -1.9832 2.2817
H -0.2588 -2.1814 1.6062
H 1.2751 -3.6204 0.6138
H 2.1112 -2.4267 -0.1477
```

Löwdin population analysis, charges in e, atoms 1 to 4: number 1, C, carries -0.233; number 2, C, carries -0.447; number 3, C, carries -0.075; number 4, C, carries -0.083



Version b
Density functional theory data (the ωB97M-V functional and the def2-TZVPD basis) for C5H14N2 in the gas phase.

Computed properties:
* lowest unoccupied orbital energy: 1.14 eV
* structure (SMILES): C[C@@H](N)CN(C)C
* Kohn-Sham gap: 9.29 eV

Structure (XYZ):
```
21
C5H14N2 (the ωB97M-V functional and the def2-TZVPD basis)
C -0.0491 0.7760 0.2251
N 1.2733 0.0829 0.3830
C 2.0993 0.4207 1.5724
C 1.1594 -1.3425 0.3234
C -0.8181 0.3419 -0.9628
C -1.7720 -0.7423 -0.7354
N -1.4683 1.5513 -1.4510
H -0.0391 1.8907 0.1150
H -0.6754 0.4604 1.2043
H 2.2042 -0.3793 2.2508
H 3.0592 0.6527 1.1847
H 1.7828 1.2536 2.1277
H 1.3778 -1.9114 -0.6969
H 0.2875 -1.7071 0.7661
H 1.9772 -1.7658 0.8391
H -0.1055 0.0020 -1.7503
H -2.0332 -0.9800 0.3320
H -2.8068 -0.4964 -1.1789
H -1.5992 -1.6269 -1.3257
H -2.0611 1.9254 -0.7945
H -1.7928 1.5940 -2.4282
```

Löwdin population analysis, charges in e, atoms 1 to 4: number 1, C, carries -0.182; number 2, N, carries -0.233; number 3, C, carries -0.077; number 4, C, carries -0.143



Version c
Density functional theory data (the ωB97M-V functional and the def2-TZVPD basis) for a 2-piece molecular cluster, C5H14N2 overall.

Computed properties:
* lowest unoccupied orbital energy: 0.12 eV
* Kohn-Sham gap: 8.66 eV

Structure (XYZ):
```
21
C5H14N2 (the ωB97M-V functional and the def2-TZVPD basis)
N 2.8182 -0.9469 0.3889
C 2.2589 0.3889 0.1270
C 1.8177 0.5849 -1.2883
C 0.9275 0.6177 0.9218
N -0.1654 0.8985 0.1902
C -2.6625 -1.0277 -0.0021
C -3.2804 0.4011 -0.0432
H 3.8016 -1.0990 0.2782
H 2.4512 -1.4603 1.1679
H 2.9688 1.2031 0.4057
H 1.7754 1.6585 -1.4504
H 0.8582 0.1411 -1.4688
H 2.6035 0.0830 -2.0119
H 0.3760 -0.3708 0.4703
H 1.0654 0.8597 1.9909
H -3.0994 -1.7056 -0.7778
H -1.6137 -0.8298 -0.0946
H -2.8335 -1.2622 1.0911
H -3.4813 0.5817 -1.0354
H -4.0545 0.2874 0.6524
H -2.5317 0.9965 0.4880
```

Löwdin population analysis, charges in e, atoms 1 to 4: number 1, N, carries 0.035; number 2, C, carries -0.454; number 3, C, carries -0.127; number 4, C, carries -0.272



The structure with the most favorable energy is version a; the runner-up is 157.0 kJ/mol above it.



Version a
Density functional theory data (the ωB97M-V functional and the def2-TZVPD basis) for C5H14N2 in the gas phase.

Computed properties:
* lowest unoccupied orbital energy: 1.03 eV
* structure (SMILES): CC[C@H](CN)NC
* Kohn-Sham gap: 9.79 eV

Structure (XYZ):
```
21
C5H14N2 (the ωB97M-V functional and the def2-TZVPD basis)
C 2.6527 -0.4172 -0.1130
N 1.4576 -0.3958 0.8054
C -1.8928 1.3673 0.8925
C -0.7672 0.4546 1.3245
C 0.2381 0.0416 0.1617
C -0.2806 -0.9055 -0.9506
N -1.4967 -0.4043 -1.5687
H 2.6841 -1.3102 -0.7613
H 3.5708 -0.5478 0.4806
H 2.7205 0.5703 -0.5869
H 1.4412 -1.3606 1.1208
H -2.5849 1.7806 1.6655
H -2.5846 0.8569 0.1989
H -1.6005 2.3520 0.5344
H -0.1454 0.8961 2.0995
H -1.1007 -0.5477 1.5801
H 0.3282 1.0084 -0.3336
H 0.6724 -1.0312 -1.5411
H -0.4266 -1.8830 -0.4736
H -1.6258 -0.9610 -2.4205
H -1.2599 0.4366 -2.1146
```

Löwdin population analysis, charges in e, atoms 1 to 4: number 1, C, carries -0.123; number 2, N, carries -0.089; number 3, C, carries -0.139; number 4, C, carries -0.201



Version b
Density functional theory data (the ωB97M-V functional and the def2-TZVPD basis) for C5H14N2 in the gas phase.

Computed properties:
* lowest unoccupied orbital energy: 1.07 eV
* structure (SMILES): CC(C)CC(N)N
* Kohn-Sham gap: 10.17 eV

Structure (XYZ):
```
21
C5H14N2 (the ωB97M-V functional and the def2-TZVPD basis)
C -1.4052 0.8411 0.6358
C 0.7878 -0.2456 -0.3838
C 0.1818 0.5930 0.7311
C 0.6486 -1.7494 -0.1412
C 2.3540 0.1138 -0.4650
N -2.2244 -0.2749 0.2729
N -1.7537 1.8446 -0.3253
H -1.7089 1.1947 1.6270
H 0.3606 0.0115 -1.3585
H -2.0632 -1.0429 0.9199
H -1.9622 -0.6148 -0.6484
H -2.7696 1.9285 -0.3035
H -1.5281 1.5241 -1.2607
H 0.6460 1.5873 0.7534
H 0.3885 0.1274 1.7020
H 0.9286 -2.0177 0.8828
H 1.2930 -2.3175 -0.8204
H -0.3670 -2.1039 -0.3320
H 2.9034 -0.6496 -1.0246
H 2.4747 1.0681 -0.9864
H 2.8155 0.1823 0.5249
```

Löwdin population analysis, charges in e, atoms 1 to 4: number 1, C, carries -0.493; number 2, C, carries -0.414; number 3, C, carries -0.139; number 4, C, carries -0.096



The structure with the most favorable energy is version b; the runner-up is 108.9 kJ/mol above it.